Record 1
{"formula": "C5H30N2O8", "method": "ωB97M-V/def2-TZVPD", "molar_mass_g_mol": 246.3, "e_above_lowest_kj_mol": 478.6, "homo_lumo_gap_ev": 9.06, "total_energy_ha": -919.8046, "species": ["O", "O", "O", "O", "O", "O", "O", "O", "N", "N", "C", "C", "C", "C", "C", "H", "H", "H", "H", "H", "H", "H", "H", "H", "H", "H", "H", "H", "H", "H", "H", "H", "H", "H", "H", "H", "H", "H", "H", "H", "H", "H", "H", "H", "H"], "xyz": [[-1.552914, -0.661182, 2.552179], [-1.273407, -3.352340, 1.921350], [2.954645, -2.835592, -0.296854], [1.369739, -2.775806, -2.244005], [0.880797, -2.231058, 1.715854], [4.024325, -0.298600, 0.249371], [-0.662831, 2.825300, -3.576552], [1.106890, -0.081147, -1.095991], [-1.474850, 1.159582, -1.450794], [0.570412, 1.514056, 1.381642], [-2.776563, 0.773641, -1.961639], [-3.356446, -0.517268, -1.394271], [1.436465, 2.039829, 2.414380], [-1.439050, 1.465448, -0.014076], [-0.124348, 2.355790, 0.356857], [3.085364, -0.292581, 0.085403], [1.344684, -3.351198, -1.445401], [1.115864, -1.068681, -1.131789], [-0.829597, 0.433283, -1.597030], [-1.075886, 0.112702, 1.977030], [-2.630447, 0.786231, -3.114428], [-2.912743, -0.811403, -0.372128], [0.483256, -2.090992, 2.524740], [-0.761604, -2.927558, 1.268534], [-1.547456, -2.793852, 2.664281], [3.720913, -2.321948, -0.399162], [4.203867, 0.601125, 0.097185], [-0.288394, 3.308515, 0.746767], [1.047551, 0.764576, 0.914763], [-2.335883, 1.986082, 0.358398], [2.380863, -2.575204, -2.353265], [0.585910, 2.461579, -0.367576], [-4.349530, -0.411818, -1.113515], [-2.111370, -0.330565, 3.266425], [-1.002508, 2.568591, -2.683688], [-3.522266, 1.411049, -1.685590], [2.843611, -3.123882, 0.590472], [1.479641, 0.265108, -1.847313], [-1.382387, 0.515078, 0.667308], [2.484224, 2.076638, 2.148100], [1.255529, 1.641144, 3.439292], [0.021661, 3.414296, -3.272904], [-3.257549, -1.367057, -2.032499], [0.982833, 3.111087, 2.563218], [1.288969, -1.371009, 1.546932]], "forces_ev_per_a": [[1.4770, 1.6443, -1.4519], [-2.0528, -2.4436, 1.5973], [-1.3496, -0.9230, -0.8267], [2.0877, 0.3261, -0.1797], [2.6267, 0.5728, -2.8348], [-0.1626, -1.2804, 0.3078], [-0.2854, 0.0054, 0.8981], [-1.1506, -1.9061, 3.5637], [-1.3927, 1.7142, 1.5066], [-0.3553, -0.8315, 0.8981], [1.7009, -2.0629, -2.1133], [2.3381, -1.0625, 1.5809], [-2.3672, 3.1258, 0.7492], [1.4661, 0.0841, 0.7604], [-1.2547, -3.9964, 2.2979], [-0.9094, -0.4663, -0.2035], [0.3348, 0.6277, -0.9264], [0.1440, 0.6302, -0.6904], [1.0177, -0.9339, -0.4047], [-1.4529, -2.0555, 2.8359], [-0.7289, -0.2541, 1.8560], [-0.0961, 0.4774, -1.5339], [-1.6315, 0.1698, 2.8390], [0.6011, 1.2885, -0.4975], [0.3713, 0.2967, -1.1330], [1.7920, 1.0345, 0.3668], [1.0096, 1.8654, -0.2284], [-0.8210, 1.4821, 0.8665], [-0.1544, -0.1501, -0.5166], [0.1371, -0.0311, -0.5948], [-3.0546, -0.8726, 0.4403], [1.1807, 0.2964, -2.9460], [-2.1595, 0.2854, 0.0084], [0.3043, 0.6087, -0.3914], [-0.2137, -0.6731, -0.6318], [-1.4217, 2.8753, 0.3434], [0.1350, -0.1578, 1.3116], [1.3526, 0.9135, -3.0227], [-0.1173, 1.7511, -1.9745], [0.3449, 0.1410, 0.1482], [0.3521, -0.4622, -0.8581], [0.6374, 0.5878, -0.4265], [0.1110, -0.6438, -0.4341], [1.5000, -1.4098, -0.1522], [0.1098, -0.1872, -0.2033]]}

Record 2
{"formula": "CHN3O3", "method": "ωB97M-V/def2-TZVPD", "molar_mass_g_mol": 103.0, "e_above_lowest_kj_mol": 113.2, "homo_lumo_gap_ev": [9.62, 9.62], "total_energy_ha": -428.5214, "species": ["O", "O", "O", "N", "N", "N", "C", "H"], "xyz": [[-0.551531, 2.092180, -0.249795], [0.926532, 1.356213, -1.744336], [-1.824803, 1.445875, 2.229012], [0.203399, 1.274167, -0.769566], [-0.413931, 0.082719, 1.027382], [0.368374, 0.079014, -0.035104], [-1.077652, 0.965788, 1.540323], [0.906383, -0.789726, -0.341921]], "forces_ev_per_a": [[0.7026, -0.2510, -1.2180], [-0.8296, 0.6134, 0.0298], [-2.7649, 2.6249, 2.5271], [1.7264, -1.4396, 0.0273], [0.2145, -2.3701, 1.3646], [0.0088, 1.0937, -0.8454], [2.1552, -2.4409, -2.1301], [-1.2131, 2.1696, 0.2446]]}

Record 3
{"formula": "C3H5N3S2", "method": "ωB97M-V/def2-TZVPD", "molar_mass_g_mol": 147.2, "e_above_lowest_kj_mol": 336.6, "homo_lumo_gap_ev": 8.16, "total_energy_ha": -1077.8289, "species": ["S", "S", "N", "N", "N", "C", "C", "C", "H", "H", "H", "H", "H"], "xyz": [[1.282304, -0.092142, 2.475308], [0.391814, 0.642061, -2.983930], [-0.699437, -0.409979, -0.765874], [-0.561606, -0.440220, 0.605700], [-1.554915, -0.933143, 1.410924], [1.270715, 0.409666, -0.286118], [0.636026, 0.026380, 1.005678], [0.416161, 0.274608, -1.289105], [-1.129796, -1.446924, 2.401835], [1.644436, 1.310426, -3.000455], [2.323310, 0.873891, -0.205458], [-1.712452, -0.207168, -1.145943], [-2.306559, -0.007456, 1.777436]], "forces_ev_per_a": [[0.4640, 0.1055, 1.7742], [1.5967, 0.8239, -0.3455], [-2.8780, 0.4516, -2.0232], [-0.2073, 0.4425, 1.3539], [-2.3713, 1.0472, 3.6821], [3.1310, 1.8066, 2.5852], [0.4454, -0.2962, -3.3055], [-1.5351, -1.1063, 0.5589], [-1.0113, 2.3301, -3.8518], [-1.5816, -0.8356, 0.1163], [-1.9974, -0.9235, -0.6628], [2.7333, -0.3985, 1.2384], [3.2117, -3.4474, -1.1202]]}

Record 4
{"formula": "C3H5N3", "method": "ωB97M-V/def2-TZVPD", "molar_mass_g_mol": 83.1, "e_above_lowest_kj_mol": 422.4, "homo_lumo_gap_ev": [7.42, 7.43], "total_energy_ha": -281.4292, "species": ["N", "N", "N", "C", "C", "C", "H", "H", "H", "H", "H"], "xyz": [[-0.629502, 1.792975, 0.525936], [0.191372, -0.217621, -0.029403], [-1.221193, 0.843745, 1.370250], [-0.744079, -0.299585, 1.027604], [0.801152, -1.230048, -0.654398], [0.306639, 1.089142, -0.239968], [0.834665, -2.170171, -0.136214], [1.529316, -0.924012, -1.391153], [1.016416, 1.584572, -0.865097], [-1.020607, -1.259942, 1.450886], [-1.180437, 1.865839, -0.379306]], "forces_ev_per_a": [[-0.3677, 0.0044, -1.2046], [0.3582, 0.4577, 0.2339], [-0.6203, -0.4298, -0.7767], [0.1287, 0.2312, 0.1457], [0.2061, -0.5358, -0.2130], [1.0425, -0.6508, 0.3336], [0.0538, -0.1075, -0.0523], [-0.0168, -0.2952, 0.0459], [0.1551, -0.0978, -0.2986], [0.1417, 0.2763, 0.0082], [-1.0815, 1.1472, 1.7780]]}

Record 5
{"formula": "C12H10Cl4NO2S2", "method": "ωB97M-V/def2-TZVPD", "molar_mass_g_mol": 406.2, "e_above_lowest_kj_mol": 77.5, "homo_lumo_gap_ev": 6.59, "total_energy_ha": -3305.6639, "total_charge": -1, "species": ["Cl", "Cl", "Cl", "Cl", "S", "S", "O", "O", "N", "C", "C", "C", "C", "C", "C", "C", "C", "C", "C", "C", "C", "H", "H", "H", "H", "H", "H", "H", "H", "H", "H"], "xyz": [[2.068674, 5.555859, 1.826147], [-1.007508, 5.776580, 2.312588], [-2.787773, 3.193207, 2.399316], [3.443333, 2.761330, 2.024718], [1.058106, -1.800909, 2.041110], [1.537140, 0.659885, 0.530901], [-1.270949, 0.737095, 2.014189], [1.223721, 1.049951, 3.265890], [0.350360, -1.511618, -0.503632], [-0.599884, 1.750319, 2.027216], [0.889524, -0.963400, 0.625717], [1.004285, 1.565756, 2.136710], [0.245400, -0.724050, -1.728940], [1.132047, 4.124147, 1.976813], [-0.900392, -3.427335, -1.571109], [-0.589879, -2.621529, -0.307457], [1.763788, 2.915977, 1.920610], [-1.055537, -2.586232, -2.828500], [0.097560, -1.600218, -2.972310], [-1.103871, 3.105554, 2.192735], [-0.298303, 4.231669, 2.151104], [1.153801, -0.113223, -1.823594], [-2.003445, -2.039272, -2.801841], [-0.058202, -0.939850, -3.834775], [-1.820504, -3.989355, -1.380368], [-0.156088, -3.282568, 0.456887], [-1.538147, -2.231981, 0.108518], [-0.618866, -0.037863, -1.666207], [-0.110234, -4.170829, -1.732129], [1.033026, -2.147536, -3.154339], [-1.081180, -3.239564, -3.705975]], "forces_ev_per_a": [[0.1279, 0.5688, 0.1350], [-0.0277, 0.2422, 0.0433], [-0.7874, 0.3254, 0.1569], [0.5474, 0.1529, -0.1962], [-0.0384, -0.1476, 0.0860], [0.3359, -0.1193, -1.3245], [-0.1741, 1.1617, -0.2686], [0.4751, 0.0513, 0.4433], [-0.2920, 0.0125, -0.1771], [2.0429, -1.5763, -0.0094], [0.3673, -0.3843, 0.5355], [-1.6789, 0.9829, 0.7345], [-0.0753, 0.1350, -0.1151], [1.0872, -1.3055, -0.3446], [0.2818, -0.0873, 0.0965], [-0.1919, -0.1690, -0.0072], [-1.3502, 0.3158, 0.5555], [0.0342, 0.0648, -0.1927], [0.0997, 0.0024, 0.1497], [0.7607, 1.5652, -0.1639], [-1.3166, -2.0707, -0.1599], [-0.4010, -0.1581, 0.0661], [0.0024, 0.0443, 0.0284], [0.0127, -0.1087, 0.1156], [0.1036, -0.0079, -0.0112], [-0.2142, 0.3223, -0.2509], [0.3098, 0.0617, -0.0319], [0.1907, -0.0602, 0.0010], [0.0173, 0.1160, -0.0148], [-0.1129, 0.0462, 0.1009], [-0.1359, 0.0237, 0.0200]]}